# 1
C12H13N2O as an isolated structure in a non-equilibrium geometry, computed with ωB97M-V with the def2-TZVPD basis set.

Values from the calculation:
**LUMO level**: -5.62 eV
**HOMO-LUMO gap**: 5.13 eV
**Energy relative to the best compared isomer or geometry (same formula, charge and spin)**: 618.9 kJ/mol
**Charge**: +1
**Multiplicity**: 1

Each line ends with the natural charge from an NBO analysis.
CARTESIAN COORDINATES (ANGSTROEM)
C 1.10 -3.01 0.22  -0.16
C 1.03 -1.64 0.32  -0.26
C 0.18 -3.69 -0.51  -0.27
C -1.12 -1.68 -0.68  -0.25
C -0.07 -0.97 -0.11  -0.10
C -0.96 -3.13 -1.03  0.22
C 0.70 2.71 0.49  -0.38
C -0.11 0.45 0.36  0.09
C 0.72 1.47 -0.14  0.21
C -0.16 3.25 1.28  0.50
C 1.54 1.27 -1.29  -0.69
C -0.69 4.45 1.86  -0.75
N -1.17 0.72 1.17  0.16
N -1.87 -3.86 -1.59  -0.75
O -1.40 1.84 1.62  -0.22
H 1.98 -3.50 0.71  0.23
H 1.90 -1.08 0.75  0.21
H 0.36 -4.76 -0.64  0.22
H -2.07 -1.29 -0.96  0.21
H 1.60 3.26 0.12  0.28
H 1.29 1.94 -2.06  0.26
H 1.60 0.28 -1.75  0.28
H 2.57 1.36 -0.93  0.26
H -0.07 4.93 2.77  0.30
H -1.65 4.04 2.23  0.30
H -0.72 5.08 0.95  0.29
H -1.75 -4.86 -1.45  0.40
H -2.77 -3.57 -1.70  0.39

# 2
One molecule with the formula C25H22N2O6, computed with ωB97M-V with the def2-TZVPD basis set.

Values from the calculation:
**LUMO level**: 0.45 eV
**HOMO-LUMO gap**: 8.44 eV
**Energy relative to the best compared isomer or geometry (same formula, charge and spin)**: 7.2 kJ/mol
**Multiplicity**: 1

Each line ends with the natural charge from an NBO analysis.
CARTESIAN COORDINATES (ANGSTROEM)
C -6.02 -1.43 -3.34  -0.25
H -6.01 -0.37 -3.60  0.18
O -5.94 -1.64 -1.95  -0.51
C -4.83 -1.18 -1.28  0.22
C -3.77 -0.54 -1.92  -0.28
C -2.66 -0.11 -1.23  -0.19
C -2.59 -0.31 0.14  0.14
C -3.64 -0.93 0.80  -0.23
C -4.77 -1.37 0.11  0.33
O -5.69 -1.97 0.91  -0.51
C -6.99 -2.26 0.43  -0.24
H -7.48 -1.38 0.03  0.18
H -7.54 -2.61 1.31  0.19
H -6.98 -3.05 -0.32  0.18
H -3.61 -1.08 1.86  0.23
N -1.45 0.14 0.89  -0.48
C -0.26 -0.49 0.60  0.81
O -0.17 -1.38 -0.21  -0.62
N 0.84 -0.07 1.32  -0.44
C 0.79 0.96 2.25  0.29
C 1.92 1.39 2.95  -0.28
C 1.82 2.41 3.88  -0.16
C 0.60 3.02 4.13  -0.24
C -0.52 2.60 3.45  -0.13
C -0.44 1.58 2.51  -0.22
C -1.65 1.17 1.80  0.68
O -2.74 1.67 1.95  -0.57
H -1.49 3.05 3.62  0.24
H 0.53 3.82 4.86  0.22
H 2.70 2.73 4.40  0.22
H 2.88 0.94 2.77  0.21
C 2.11 -0.67 0.96  -0.34
H 1.88 -1.47 0.26  0.29
C 3.01 0.34 0.25  0.79
O 2.61 1.35 -0.27  -0.60
O 4.27 -0.07 0.29  -0.51
C 5.25 0.72 -0.41  -0.12
C 5.45 0.20 -1.81  0.02
C 6.49 -0.68 -2.09  -0.23
C 6.65 -1.18 -3.37  -0.21
C 5.76 -0.82 -4.37  -0.21
C 4.72 0.04 -4.09  -0.19
C 4.56 0.55 -2.81  -0.23
H 3.74 1.22 -2.59  0.23
H 4.02 0.32 -4.87  0.21
H 5.89 -1.22 -5.37  0.21
H 7.47 -1.85 -3.58  0.21
H 7.18 -0.96 -1.31  0.21
H 6.16 0.64 0.18  0.20
H 4.90 1.76 -0.43  0.22
H 2.62 -1.09 1.83  0.23
H -1.85 0.38 -1.75  0.22
H -3.80 -0.39 -2.99  0.22
H -5.21 -1.94 -3.87  0.18
H -6.97 -1.87 -3.64  0.20

# 3
C10H34BInO10 as an isolated structure in a non-equilibrium geometry, computed with ωB97M-V with the def2-TZVPD basis set.

Values from the calculation:
**LUMO level**: -12.25 eV
**HOMO-LUMO gap**: 2.72 eV
**Energy relative to the best compared isomer or geometry (same formula, charge and spin)**: 0.0 kJ/mol
**Charge**: +2
**Multiplicity**: 1

Each line ends with the natural charge from an NBO analysis.
CARTESIAN COORDINATES (ANGSTROEM)
In 2.30 0.57 1.60  1.38
B -0.37 0.22 0.32  -0.80
H -1.46 -0.11 0.00  0.08
H -0.08 1.19 -0.21  0.01
H -0.35 0.36 1.48  0.11
H 0.34 -0.67 0.06  0.08
C 0.63 -2.81 2.89  -0.10
C -0.19 -1.69 3.49  -0.10
O 0.64 -0.65 3.99  -0.76
O 1.36 -2.43 1.71  -0.72
H -0.05 -3.64 2.70  0.21
H 1.41 -3.12 3.59  0.20
H -0.86 -2.10 4.24  0.22
H -0.87 -1.24 2.76  0.19
H 0.61 -0.62 4.95  0.50
H 1.55 -3.22 1.20  0.50
C 2.87 1.39 -2.11  -0.11
C 2.24 0.02 -2.12  -0.09
O 2.78 -0.73 -1.04  -0.75
O 2.42 2.04 -0.91  -0.74
H 2.56 1.93 -3.00  0.20
H 3.96 1.34 -2.17  0.20
H 2.29 -0.53 -3.07  0.21
H 1.16 0.11 -2.00  0.19
H 2.75 -1.66 -1.29  0.50
H 2.79 2.93 -0.95  0.50
C 0.41 3.77 1.27  -0.11
C 1.67 4.49 1.71  -0.10
O 2.75 3.53 1.55  -0.76
O 0.18 2.68 2.15  -0.72
H 0.57 3.37 0.27  0.20
H -0.46 4.43 1.23  0.21
H 1.64 4.84 2.74  0.20
H 1.96 5.37 1.13  0.21
H 3.58 4.01 1.67  0.50
H -0.37 3.01 2.87  0.50
C -2.12 -4.65 -1.38  -0.09
C -1.66 -3.21 -1.53  -0.10
O -2.17 -2.43 -0.44  -0.61
O -1.19 -5.33 -0.56  -0.70
H -2.14 -5.06 -2.39  0.18
H -3.14 -4.70 -1.00  0.20
H -2.03 -2.84 -2.49  0.20
H -0.58 -3.21 -1.64  0.18
H -1.60 -1.64 -0.43  0.47
H -1.21 -6.27 -0.79  0.49
C -2.68 2.11 -1.89  -0.10
C -2.63 0.83 -2.74  -0.09
O -1.49 0.07 -2.47  -0.60
O -2.75 1.87 -0.51  -0.56
H -3.58 2.65 -2.22  0.24
H -1.81 2.74 -2.09  0.20
H -2.74 1.14 -3.78  0.24
H -3.49 0.16 -2.57  0.22
H -1.46 -0.07 -1.50  0.49
H -1.89 1.47 -0.26  0.50

# 4
CHCuO2 as an isolated structure in a non-equilibrium geometry, computed with ωB97M-V with the def2-TZVPD basis set.

Values from the calculation:
**LUMO level (spin up / spin down)**: 0.34 / -2.93 eV
**HOMO-LUMO gap (spin up / spin down)**: 7.67 / 6.57 eV
**Energy relative to the best compared isomer or geometry (same formula, charge and spin)**: 256.6 kJ/mol
**Multiplicity**: 3

Each line ends with the Mulliken spin population.
CARTESIAN COORDINATES (ANGSTROEM)
H 1.04 0.28 -1.53  0.02
O 0.65 0.77 -0.55  0.00
C 0.81 -0.55 -0.25  0.04
O -0.24 -0.98 0.28  0.18
Cu -0.95 0.85 0.69  1.76